Entry from the OMol25 dataset: a structure of composition C2H3Cl2NO in a non-equilibrium geometry (the ωB97M-V functional and the def2-TZVPD basis).

Properties
Relative energy (zero: lowest compared OMol25 entry of this formula, charge and spin): 3.791 eV
Total charge: 0
HOMO level: -10.380 eV
Energy: -1128.26761 Eh
Spin multiplicity: 1
LUMO: 0.597 eV

Geometry (Å):
1 C -0.794 -0.476 0.485
2 C 0.568 -0.024 0.562
3 H -3.519 0.255 -0.700
4 H -1.288 -1.218 1.507
5 H 1.052 -0.072 1.532
6 N -1.579 0.099 -0.354
7 O -2.975 -0.376 -0.088
8 Cl 1.573 -1.149 -0.261
9 Cl 0.777 1.522 -0.059